[1]
51
Properties=species:S:1:pos:R:3:forces:R:3:lowdin_charge:R:1 method="wB97M-V/def2-TZVPD" e_homo_ev="-8.11 / -7.52" energy_ev=-67766.8244 relative_energy_ev=3.578 spin_multiplicity=6 s_squared=8.77 gap_ev="8.657 / 7.471"
Fe -0.06954 0.82793 -0.32651 -0.023 -1.679 1.762 1.113
C 1.31957 3.32832 2.42366 -1.468 -0.791 -0.150 -0.111
C 1.76627 3.27777 0.98711 0.666 -1.096 -0.711 -0.376
O 1.09445 2.37666 0.08718 -0.874 -0.179 0.499 -0.341
H 0.23710 3.45607 2.42901 -0.183 0.723 0.075 0.065
H 1.82865 4.12894 2.96027 -0.047 -0.151 0.113 0.074
H 1.35981 2.36033 2.92313 0.795 -0.026 0.074 0.057
H 2.82485 3.01853 1.00398 0.322 -0.549 -0.098 0.094
H 1.85554 4.30781 0.64194 -0.855 0.196 -0.661 0.093
C 1.25543 -3.09403 -0.65782 0.759 -0.827 -1.713 -0.104
C 1.17783 -2.26756 0.58525 -1.268 1.563 0.006 -0.386
O 0.68595 -0.97250 0.34354 -0.559 2.167 -0.831 -0.326
H 2.13111 -3.74175 -0.69960 -0.113 -0.626 0.633 0.062
H 1.45403 -2.57917 -1.59780 -0.166 1.056 0.232 0.057
H 0.36151 -3.66182 -0.91595 -0.079 -0.160 0.478 0.068
H 2.11742 -2.20954 1.13471 0.309 -0.083 -0.108 0.099
H 0.43364 -2.71545 1.24378 0.080 -0.477 0.378 0.094
C -3.32811 -1.35602 -0.24186 -0.731 0.006 0.230 -0.086
C -2.92644 -0.30572 -1.29311 0.986 -1.039 0.045 -0.398
O -1.97113 0.61832 -0.92697 2.381 1.240 1.244 -0.328
H -3.39507 -0.95539 0.76964 0.321 0.050 0.031 0.061
H -2.73922 -2.27271 -0.27318 0.640 0.365 0.214 0.060
H -4.32022 -1.75623 -0.45079 -0.366 0.267 -0.252 0.057
H -3.78934 0.22367 -1.69714 -0.225 -0.074 -0.021 0.098
H -2.45027 -0.92542 -2.05294 -0.400 -0.047 -0.868 0.092
C -1.63531 -2.12437 5.00501 0.625 0.176 0.775 0.001
C -1.95843 -0.62199 4.88637 -1.601 -3.152 0.433 -0.367
C -1.04873 0.43858 5.36493 0.263 0.410 1.563 -0.069
O -0.59185 1.07768 4.18621 0.927 1.439 0.403 0.115
C -1.21692 0.62166 3.15389 0.294 -2.154 -7.607 -0.386
O -0.96876 0.82751 1.87296 -1.583 -0.292 7.408 0.002
O -2.06873 -0.39698 3.53998 0.300 2.433 -3.277 0.078
H -0.98442 -2.48890 4.21030 0.392 0.426 0.108 0.089
H -2.49345 -2.79308 4.93775 -0.333 0.485 0.166 0.084
H -1.17121 -2.25515 5.98256 0.129 -0.459 0.019 0.081
H -2.95057 -0.49844 5.32051 -0.048 0.186 0.190 0.151
H -0.20184 0.11855 5.97193 0.068 -0.026 -0.251 0.147
H -1.68469 1.08847 5.96601 0.549 0.647 -0.094 0.141
C 2.95375 1.31990 -5.98103 -0.399 -0.830 0.833 0.006
C 1.51768 1.03981 -5.45149 1.419 0.441 -3.076 -0.323
C 1.00537 -0.37282 -5.49219 0.847 -0.550 -0.593 -0.076
O 0.50941 -0.53016 -4.18115 -1.434 -1.192 1.073 0.114
C 0.90579 0.46700 -3.40062 -1.253 -1.247 3.607 -0.479
O 0.72854 0.54728 -2.16767 0.597 -0.323 -4.178 0.051
O 1.55836 1.30412 -4.10952 1.057 3.179 1.601 0.151
H 3.04522 1.37533 -7.06577 -0.125 0.179 0.171 0.088
H 3.59309 0.52228 -5.60266 0.057 -0.308 -0.244 0.084
H 3.35259 2.18237 -5.44703 -0.286 0.397 -0.508 0.090
H 0.81718 1.66599 -6.00403 -0.158 0.500 0.509 0.158
H 1.81583 -1.08935 -5.62576 0.009 -0.136 -0.057 0.139
H 0.25844 -0.53647 -6.26899 -0.214 -0.058 0.423 0.144


[2]
50
Properties=species:S:1:pos:R:3:forces:R:3:lowdin_charge:R:1 method="wB97M-V/def2-TZVPD" e_homo_ev=-8.20 energy_ev=-31186.5567 relative_energy_ev=0.691 spin_multiplicity=1 smiles="CCc1cccc(C)c1NC(=O)Cn1c(NCCO)nc2ccccc21" gap_ev=8.713
C 0.99929 1.34990 -3.10559 -0.063 -0.151 0.202 -0.099
C 1.05128 0.59613 -1.78349 0.008 0.124 -0.144 -0.194
C 2.43230 0.27659 -1.26798 -0.075 -0.043 0.160 -0.149
C 3.58860 0.55628 -1.97895 -0.038 -0.024 0.001 -0.041
C 4.83235 0.26634 -1.44420 0.068 0.005 -0.010 -0.075
C 4.93694 -0.31623 -0.19690 -0.033 0.039 -0.045 -0.046
C 3.80157 -0.62433 0.54206 -0.097 -0.019 0.001 -0.200
C 3.91587 -1.27974 1.88162 0.024 0.086 0.083 -0.037
C 2.55806 -0.31355 -0.00405 0.372 0.148 -0.069 -0.143
N 1.36563 -0.61324 0.70765 0.086 -0.262 -0.454 0.142
C 0.99074 -0.05235 1.87679 -0.472 -0.098 0.172 -0.449
O 1.69083 0.62681 2.59076 0.080 0.196 0.177 0.083
C -0.47823 -0.36762 2.23311 0.376 0.084 0.200 -0.020
N -1.35545 -0.05408 1.14032 -0.327 -0.285 -0.216 0.037
C -1.74834 -0.86174 0.10237 -0.070 0.261 -0.078 -0.374
N -1.32668 -2.16790 0.01045 0.103 -0.066 0.357 0.055
C -1.90665 -2.95648 -1.06225 -0.292 -0.233 -0.151 -0.176
C -3.29975 -3.50308 -0.72171 0.249 -0.119 -0.201 -0.259
O -4.16185 -2.51487 -0.22763 -0.263 0.246 0.056 -0.069
N -2.43224 -0.23999 -0.82026 -0.069 -0.505 -0.228 0.161
C -2.49755 1.07066 -0.40657 0.336 0.264 0.547 -0.225
C -3.09088 2.17137 -1.00697 0.067 -0.146 0.069 -0.020
C -2.97778 3.38824 -0.36343 -0.061 0.166 -0.041 -0.099
C -2.29308 3.51822 0.84315 -0.010 0.122 0.039 -0.095
C -1.69831 2.43165 1.45865 0.107 -0.112 0.147 -0.012
C -1.81486 1.21185 0.82044 -0.378 0.374 -0.468 -0.163
H -0.03853 1.55623 -3.35727 -0.056 0.037 -0.068 0.071
H 1.43471 0.76164 -3.90996 0.056 0.010 -0.130 0.075
H 1.52676 2.29768 -3.03218 0.066 0.101 -0.059 0.079
H 0.48857 -0.33791 -1.89896 -0.086 0.046 0.078 0.112
H 0.53086 1.19208 -1.02591 -0.065 -0.119 0.020 0.116
H 3.52796 1.01218 -2.95353 -0.045 0.064 -0.120 0.100
H 5.72402 0.49671 -2.00818 0.082 0.018 -0.048 0.102
H 5.90990 -0.54398 0.21279 0.093 -0.038 0.055 0.108
H 3.23590 -2.12793 1.95430 -0.024 -0.075 0.051 0.084
H 3.64559 -0.57090 2.66363 0.016 -0.061 0.058 0.073
H 4.93208 -1.62359 2.05471 0.054 -0.073 0.002 0.077
H 0.65054 -1.08196 0.16471 0.017 0.000 0.152 0.110
H -0.56831 -1.42427 2.50226 -0.034 0.128 0.025 0.130
H -0.75268 0.23722 3.10090 0.080 -0.145 -0.104 0.136
H -1.30246 -2.66017 0.89595 0.015 0.092 -0.041 0.137
H -1.22890 -3.78505 -1.28350 -0.072 0.061 -0.082 0.120
H -1.97335 -2.29608 -1.92946 0.083 -0.179 0.010 0.115
H -3.71762 -3.98052 -1.62099 0.121 -0.054 0.104 0.117
H -3.23078 -4.25972 0.06727 0.036 -0.016 -0.110 0.117
H -4.06334 -1.71852 -0.77134 0.043 -0.015 0.107 0.069
H -3.61607 2.07042 -1.94319 -0.062 -0.018 -0.116 0.108
H -3.42697 4.26487 -0.80624 -0.033 0.071 -0.034 0.099
H -2.22182 4.49042 1.30708 0.012 0.072 0.039 0.100
H -1.15732 2.53856 2.38632 0.072 0.041 0.104 0.111


[3]
117
Properties=species:S:1:pos:R:3:forces:R:3:lowdin_charge:R:1 method="wB97M-V/def2-TZVPD" e_homo_ev="-16.08 / -16.35" total_charge=+3 energy_ev=-93311.0663 relative_energy_ev=0.000 spin_multiplicity=3 s_squared=2.04 gap_ev="6.900 / 7.143"
W -0.70665 0.67149 -0.00822 -0.317 -0.001 0.314 1.176
C -1.97447 1.73866 3.68002 0.207 -0.097 -0.084 -0.169
Si -0.69867 1.27636 2.39495 0.123 0.297 -0.015 0.618
C 0.96521 2.03061 2.79912 -0.142 -0.124 0.082 -0.342
C 1.16452 2.69195 4.00908 -0.033 0.005 0.052 -0.069
C 2.43845 3.04138 4.43811 0.022 0.007 -0.009 -0.020
C 3.53848 2.71392 3.66347 -0.029 0.006 -0.004 -0.022
C 3.35918 2.09068 2.43537 -0.071 -0.010 -0.016 -0.068
C 2.08238 1.75971 1.98906 0.155 0.015 -0.085 -0.360
P 1.82460 1.14244 0.30007 0.012 -0.212 0.029 1.039
C 2.97759 -0.22578 -0.14865 0.092 0.020 -0.013 -0.418
C 4.43743 0.15752 -0.48284 -0.036 0.104 -0.015 -0.181
C 5.37035 -1.06021 -0.39816 0.018 0.002 0.012 -0.171
C 4.63402 -2.33061 -0.78910 0.040 -0.052 -0.038 -0.184
C 3.54639 -2.64508 0.24374 -0.040 -0.041 0.017 -0.167
C 2.93642 -1.37467 0.86284 -0.113 0.030 0.063 -0.195
C 2.00232 2.54996 -0.88611 -0.036 -0.055 -0.092 -0.395
C 0.76472 3.46905 -0.78226 -0.159 -0.216 0.069 -0.213
C 0.89661 4.62593 0.20061 -0.067 0.009 0.039 -0.181
C 2.14473 5.44481 -0.09892 -0.013 0.043 -0.014 -0.176
C 3.37400 4.56037 0.02337 0.063 0.005 0.045 -0.179
C 3.30847 3.37320 -0.93307 0.042 -0.053 -0.046 -0.159
C -0.33418 -0.65671 2.33497 0.074 -0.006 -0.188 -0.311
C 0.61877 -0.92988 3.34231 -0.078 -0.030 -0.025 -0.084
C 0.86088 -2.22134 3.78369 0.016 0.097 -0.013 -0.017
C 0.25564 -3.30031 3.15946 -0.016 -0.018 -0.001 -0.006
C -0.63709 -3.07698 2.12546 -0.097 0.082 0.001 -0.070
C -0.98066 -1.77885 1.75750 0.000 -0.080 0.026 -0.389
P -2.00883 -1.42526 0.32392 0.015 0.024 -0.044 1.031
C -3.83604 -1.44845 0.57243 -0.030 -0.054 -0.109 -0.393
C -4.31170 -0.61419 1.76470 0.024 0.118 0.039 -0.198
C -4.18947 -1.32429 3.11048 0.025 0.056 0.040 -0.190
C -4.90500 -2.66790 3.08659 -0.046 -0.009 0.029 -0.176
C -4.35667 -3.54284 1.96909 -0.016 -0.092 -0.026 -0.177
C -4.46959 -2.85653 0.61272 0.055 0.032 -0.076 -0.173
C -1.60039 -2.63364 -0.98536 -0.115 -0.129 0.169 -0.422
C -0.09246 -2.66847 -1.22842 0.154 0.075 -0.102 -0.216
C 0.26403 -3.66528 -2.33235 0.026 0.041 0.012 -0.166
C -0.51866 -3.39691 -3.61416 0.045 -0.044 -0.004 -0.179
C -2.01729 -3.36465 -3.34884 -0.038 0.011 -0.032 -0.171
C -2.36722 -2.33303 -2.27896 -0.071 0.040 -0.009 -0.195
H -1.59531 1.40274 4.64884 0.029 0.006 0.012 0.063
H -2.94216 1.26434 3.55269 -0.116 -0.083 -0.062 0.016
H -2.10569 2.81916 3.74599 0.000 0.074 -0.032 0.056
H 0.32328 2.92347 4.64886 -0.043 0.002 0.027 0.107
H 2.57089 3.55017 5.38232 0.000 0.018 0.035 0.127
H 4.53545 2.96158 3.99980 0.031 0.005 0.009 0.128
H 4.22657 1.89582 1.82437 0.059 -0.044 -0.049 0.104
H 2.52265 -0.61685 -1.06415 -0.035 -0.007 -0.020 0.075
H 4.80729 0.92872 0.18984 0.016 0.036 0.013 0.086
H 4.46920 0.58070 -1.48955 0.009 0.000 -0.009 0.118
H 5.75105 -1.16565 0.62036 0.005 -0.003 0.019 0.125
H 6.23936 -0.89194 -1.03308 -0.008 0.010 -0.004 0.125
H 5.32381 -3.16906 -0.87116 0.004 -0.006 -0.001 0.123
H 4.19551 -2.20512 -1.78467 -0.017 0.011 -0.023 0.112
H 3.96122 -3.26001 1.04341 0.007 0.008 0.015 0.123
H 2.75720 -3.23953 -0.22202 -0.021 -0.023 -0.013 0.095
H 3.48281 -1.07550 1.76070 0.013 0.007 0.019 0.126
H 1.91056 -1.57983 1.17602 0.007 0.007 0.007 0.070
H 1.93392 2.01259 -1.84359 0.004 0.068 0.126 0.087
H -0.14411 2.87960 -0.49620 0.106 0.161 0.000 0.032
H 0.53575 3.85159 -1.78200 0.007 0.030 0.010 0.134
H 0.95406 4.24024 1.22331 0.015 0.040 -0.004 0.102
H 0.00047 5.24717 0.14249 -0.004 -0.004 -0.010 0.122
H 2.21073 6.29074 0.58473 -0.001 -0.006 0.016 0.125
H 2.08047 5.86295 -1.10810 -0.002 0.002 -0.020 0.127
H 3.46362 4.22581 1.05799 0.004 -0.017 0.021 0.095
H 4.27937 5.12692 -0.19526 0.003 0.006 -0.019 0.128
H 4.17610 2.72672 -0.80813 -0.036 0.033 0.000 0.091
H 3.37727 3.76300 -1.95435 -0.006 -0.007 0.008 0.134
H 1.16012 -0.12725 3.81785 0.051 0.055 0.047 0.105
H 1.55224 -2.38633 4.59854 0.024 0.023 0.022 0.132
H 0.48254 -4.30944 3.47442 -0.001 -0.035 -0.001 0.132
H -1.07707 -3.92283 1.61429 -0.056 -0.022 -0.021 0.119
H -4.17707 -0.95612 -0.34970 0.059 -0.004 0.031 0.111
H -5.36576 -0.38291 1.58572 -0.029 0.008 0.006 0.137
H -3.78682 0.34285 1.78018 0.004 -0.075 0.065 0.045
H -4.60638 -0.68523 3.89071 -0.023 0.010 0.007 0.123
H -3.13642 -1.47700 3.36567 0.061 -0.012 0.005 0.104
H -5.97577 -2.50733 2.93048 -0.014 0.005 -0.001 0.128
H -4.80467 -3.16990 4.04874 0.017 0.006 -0.004 0.125
H -4.89581 -4.48959 1.92651 0.002 0.000 0.000 0.128
H -3.31595 -3.79607 2.18502 0.087 -0.002 0.013 0.096
H -5.52947 -2.71637 0.37999 -0.005 0.033 0.002 0.137
H -4.07732 -3.49488 -0.17945 0.014 0.001 -0.028 0.101
H -1.92075 -3.61609 -0.61237 0.012 0.038 -0.024 0.129
H 0.44333 -2.91317 -0.30909 0.019 0.015 -0.030 0.089
H 0.23707 -1.65719 -1.53199 0.007 -0.073 -0.003 0.079
H 0.04932 -4.67706 -1.97603 -0.023 -0.014 0.017 0.131
H 1.33935 -3.62871 -2.51770 0.004 0.002 -0.022 0.115
H -0.28572 -4.15670 -4.35998 0.007 -0.007 0.006 0.126
H -0.20738 -2.43769 -4.03883 0.033 0.086 -0.022 0.102
H -2.35678 -4.34980 -3.01793 -0.010 -0.033 0.017 0.129
H -2.56694 -3.14153 -4.26377 0.005 0.006 -0.012 0.124
H -3.44486 -2.32763 -2.10531 -0.016 -0.010 0.021 0.108
H -2.09163 -1.33059 -2.63516 0.015 -0.021 -0.003 0.098
N -2.18646 1.64777 -3.87185 0.048 -0.024 0.391 0.233
C -1.00747 1.12738 -4.38522 0.195 -0.085 -0.018 -0.159
C -0.59104 0.95831 -5.69990 0.072 -0.017 0.062 0.029
C 0.66698 0.42309 -5.87761 -0.039 0.030 -0.027 -0.029
C 1.47117 0.07143 -4.78439 0.024 -0.032 0.062 -0.036
C 1.04390 0.23455 -3.48209 -0.105 -0.037 -0.027 -0.035
C -0.22514 0.77427 -3.27892 0.002 -0.083 -0.167 -0.201
N -0.95566 1.06671 -2.10893 0.037 0.186 -0.483 -0.008
C -2.10084 1.60111 -2.54059 -0.118 0.002 0.018 -0.255
C -3.02304 2.09876 -1.54871 -0.195 0.148 -0.028 -0.295
C -4.13603 2.87444 -1.65273 0.181 -0.157 0.058 -0.261
S -4.69145 3.30301 -0.09759 0.143 -0.096 -0.055 1.194
C -3.41924 2.43358 0.59842 0.099 -0.040 -0.105 -0.434
N -2.61316 1.83089 -0.25445 -0.280 0.072 0.168 -0.124
H -2.96282 2.00260 -4.40999 -0.013 0.014 0.014 0.193
H -1.21196 1.23813 -6.53821 -0.036 0.011 -0.036 0.132
H 1.04529 0.27662 -6.87875 0.006 -0.010 -0.034 0.127
H 2.45135 -0.34521 -4.97169 0.013 0.004 0.012 0.125
H 1.67676 -0.05598 -2.66069 0.037 -0.041 0.055 0.077
H -4.63439 3.22686 -2.54017 -0.020 0.021 -0.056 0.103
H -3.29957 2.37949 1.66607 0.027 0.033 0.061 0.050